C28H42BCl2F24LiO6 | ωB97M-V/def2-TZVPD

Output
Orbital gap   0.3795 Ha
LUMO energy   0.0 eV

The geometry in XYZ format:
```
104
C28H42BCl2F24LiO6, DFT ωB97M-V/def2-TZVPD
Li -1.02 -1.15 -0.28
B -0.30 0.59 0.23
H -0.76 0.09 1.06
H 0.65 0.15 -0.03
H -0.95 0.50 -0.62
H -0.16 1.64 0.48
C 3.63 0.08 1.16
C 3.68 -0.13 -0.39
C 3.09 1.16 -1.02
F 3.80 2.29 -0.88
F 2.90 0.92 -2.32
F 4.92 -0.43 -0.78
F 2.87 -1.13 -0.72
O 4.05 -1.05 1.92
C 4.20 -0.84 3.32
C 4.92 -2.06 3.92
F 6.15 -2.30 3.44
F 4.94 -1.97 5.24
F 4.92 0.23 3.50
F 3.01 -0.72 3.95
H 2.62 0.29 1.52
H 4.19 0.96 1.47
H 2.13 1.47 -0.61
H 4.29 -2.95 3.80
C 1.03 3.76 -5.21
C 0.65 2.80 -6.32
C 0.74 1.30 -5.91
F 0.47 0.52 -6.91
F 1.93 1.01 -5.42
F -0.58 3.12 -6.71
F 1.43 3.17 -7.30
O 0.24 3.49 -4.05
C 0.73 4.14 -2.86
C -0.02 3.60 -1.58
F 0.49 4.15 -0.45
F -1.32 3.93 -1.66
F 2.04 3.88 -2.70
F 0.46 5.46 -2.84
H 0.83 4.81 -5.43
H 2.11 3.64 -5.10
H 0.09 0.97 -5.10
H -0.02 2.52 -1.45
C -0.63 1.57 5.19
C -0.98 0.04 5.27
C -1.89 -0.61 4.22
F -2.19 -1.93 4.46
F -3.00 0.09 3.91
F 0.18 -0.55 5.29
F -1.52 -0.09 6.50
O 0.24 1.77 4.07
C 0.48 3.12 3.76
C 1.57 3.22 2.73
F 1.95 4.46 2.42
F 2.63 2.45 2.95
F -0.65 3.67 3.30
F 0.84 3.77 4.86
H -0.11 1.94 6.07
H -1.56 2.14 5.09
H -1.46 -0.70 3.22
H 1.14 2.84 1.80
C -5.10 -0.80 -1.50
C -5.23 -0.60 0.02
C -3.95 -1.26 0.51
O -2.99 -1.17 -0.55
C -3.56 -0.63 -1.74
H -5.61 -0.11 -2.17
H -5.37 -1.82 -1.76
H -6.13 -1.04 0.44
H -5.24 0.46 0.26
H -4.15 -2.29 0.82
H -3.46 -0.73 1.32
H -3.13 -1.14 -2.59
H -3.37 0.44 -1.73
C -0.32 -1.99 -4.31
C -0.09 -3.41 -3.89
C -0.40 -3.41 -2.36
O -0.40 -2.02 -1.99
C 0.20 -1.24 -3.07
H -1.38 -1.80 -4.44
H 0.14 -1.56 -5.19
H 0.93 -3.75 -4.06
H -0.70 -4.09 -4.48
H 0.35 -4.05 -1.90
H -1.40 -3.80 -2.16
H 1.28 -1.28 -2.96
H -0.16 -0.21 -2.96
C 0.93 -4.27 2.01
C -0.25 -4.93 1.27
C -1.29 -3.85 1.56
O -0.62 -2.65 1.24
C 0.79 -2.82 1.57
H 1.88 -4.73 1.73
H 0.86 -4.39 3.09
H -0.49 -5.92 1.65
H 0.01 -4.94 0.21
H -1.65 -3.86 2.59
H -2.16 -3.94 0.91
H 1.10 -2.22 2.42
H 1.42 -2.62 0.70
C -3.02 2.97 1.11
Cl -3.05 4.75 1.00
Cl -4.15 2.31 2.30
H -3.16 2.60 0.10
H -2.04 2.74 1.51
```

Atomic partial charges in e from the Mulliken method, atoms 1 to 99: number 1, Li, carries -0.02; number 2, B, carries 5.07; number 3, H, carries -1.24; number 4, H, carries -1.50; number 5, H, carries -0.49; number 6, H, carries -1.36; number 7, C, carries -0.89; number 8, C, carries 0.81; number 9, C, carries 1.28; number 10, F, carries -0.34; number 11, F, carries -0.18; number 12, F, carries -0.37; number 13, F, carries -0.20; number 14, O, carries -0.47; number 15, C, carries 1.04; number 16, C, carries 0.10; number 17, F, carries -0.26; number 18, F, carries -0.28; number 19, F, carries -0.29; number 20, F, carries -0.19; number 21, H, carries 0.19; number 22, H, carries 0.68; number 23, H, carries -0.90; number 24, H, carries 0.20; number 25, C, carries -1.05; number 26, C, carries 1.08; number 27, C, carries 0.41; number 28, F, carries -0.31; number 29, F, carries -0.25; number 30, F, carries -0.30; number 31, F, carries -0.33; number 32, O, carries -0.36; number 33, C, carries 0.77; number 34, C, carries 1.17; number 35, F, carries -0.25; number 36, F, carries -0.30; number 37, F, carries -0.23; number 38, F, carries -0.29; number 39, H, carries 0.52; number 40, H, carries 0.34; number 41, H, carries -0.01; number 42, H, carries -0.92; number 43, C, carries -1.12; number 44, C, carries 0.95; number 45, C, carries 1.07; number 46, F, carries -0.32; number 47, F, carries -0.24; number 48, F, carries -0.22; number 49, F, carries -0.35; number 50, O, carries -0.21; number 51, C, carries 0.70; number 52, C, carries 1.35; number 53, F, carries -0.32; number 54, F, carries -0.20; number 55, F, carries -0.25; number 56, F, carries -0.32; number 57, H, carries 0.41; number 58, H, carries 0.41; number 59, H, carries -0.83; number 60, H, carries -0.72; number 61, C, carries -0.66; number 62, C, carries -0.68; number 63, C, carries 0.04; number 64, O, carries 0.07; number 65, C, carries -0.15; number 66, H, carries 0.43; number 67, H, carries 0.29; number 68, H, carries 0.44; number 69, H, carries 0.11; number 70, H, carries 0.36; number 71, H, carries -0.25; number 72, H, carries -0.06; number 73, H, carries 0.07; number 74, C, carries -0.29; number 75, C, carries -1.09; number 76, C, carries -0.50; number 77, O, carries 0.11; number 78, C, carries -0.10; number 79, H, carries 0.27; number 80, H, carries 0.43; number 81, H, carries 0.35; number 82, H, carries 0.42; number 83, H, carries 0.06; number 84, H, carries 0.44; number 85, H, carries 0.16; number 86, H, carries -0.20; number 87, C, carries -0.91; number 88, C, carries -0.41; number 89, C, carries -0.53; number 90, O, carries 0.25; number 91, C, carries 0.18; number 92, H, carries 0.40; number 93, H, carries 0.38; number 94, H, carries 0.45; number 95, H, carries 0.04; number 96, H, carries 0.25; number 97, H, carries 0.25; number 98, H, carries -0.23; number 99, H, carries -0.06


C24H24N | ωB97M-V/def2-TZVPD

Output
Orbital gap   0.1811 Ha
Charge   +1
LUMO energy   -6.1 eV
Relative energy (zero: lowest compared OMol25 entry of this formula, charge and spin)   31.16 kcal/mol

The geometry in XYZ format:
```
49
C24H24N, DFT ωB97M-V/def2-TZVPD
C 1.74 -0.61 -0.74
C 2.05 0.27 -1.88
C 1.10 0.45 -2.91
C 1.45 1.12 -4.08
C 2.71 1.73 -4.19
C 3.61 1.65 -3.13
C 3.29 0.92 -1.98
C 2.56 -0.65 0.49
C 2.52 -1.97 1.02
C 3.27 -2.32 2.13
C 4.07 -1.34 2.73
C 4.09 -0.03 2.24
C 3.31 0.33 1.13
C 1.73 -2.81 0.12
C 1.31 -2.00 -0.98
C 0.78 -2.60 -2.12
C 0.64 -3.99 -2.15
C 1.02 -4.78 -1.04
C 1.57 -4.19 0.10
H 0.09 0.06 -2.77
H 0.74 1.17 -4.91
H 2.97 2.30 -5.08
H 4.58 2.15 -3.17
H 4.01 0.83 -1.17
H 3.24 -3.35 2.49
H 4.68 -1.59 3.60
H 4.70 0.73 2.72
H 3.28 1.36 0.76
H 0.50 -1.98 -2.97
H 0.23 -4.47 -3.04
H 0.89 -5.86 -1.08
H 1.89 -4.77 0.96
C -2.56 1.97 1.40
C -2.72 0.47 1.14
C -1.41 -0.23 0.78
N -0.49 0.52 -0.02
C -0.49 1.96 -0.09
C -1.80 2.66 0.27
H -3.54 2.43 1.53
H -2.02 2.11 2.35
H -3.14 -0.01 2.03
H -3.44 0.32 0.33
H -0.91 -0.57 1.70
H -1.64 -1.14 0.19
H 0.43 0.06 -0.19
H 0.33 2.36 0.54
H -0.22 2.21 -1.13
H -2.43 2.70 -0.62
H -1.57 3.69 0.55
```

The natural (NBO) scheme yields these atomic charges, measured in e: number 1, C, carries 0.26; number 2, C, carries -0.17; number 3, C, carries -0.15; number 4, C, carries -0.21; number 5, C, carries -0.13; number 6, C, carries -0.23; number 7, C, carries -0.08; number 8, C, carries -0.07; number 9, C, carries -0.03; number 10, C, carries -0.18; number 11, C, carries -0.12; number 12, C, carries -0.22; number 13, C, carries -0.15; number 14, C, carries 0.08; number 15, C, carries -0.16; number 16, C, carries -0.10; number 17, C, carries -0.22; number 18, C, carries -0.12; number 19, C, carries -0.21; number 20, H, carries 0.24; number 21, H, carries 0.24; number 22, H, carries 0.24; number 23, H, carries 0.24; number 24, H, carries 0.22; number 25, H, carries 0.23; number 26, H, carries 0.24; number 27, H, carries 0.24; number 28, H, carries 0.24; number 29, H, carries 0.23; number 30, H, carries 0.24; number 31, H, carries 0.24; number 32, H, carries 0.23; number 33, C, carries -0.40; number 34, C, carries -0.40; number 35, C, carries -0.21; number 36, N, carries -0.58; number 37, C, carries -0.21; number 38, C, carries -0.40; number 39, H, carries 0.23; number 40, H, carries 0.20; number 41, H, carries 0.23; number 42, H, carries 0.21; number 43, H, carries 0.17; number 44, H, carries 0.19; number 45, H, carries 0.32; number 46, H, carries 0.16; number 47, H, carries 0.19; number 48, H, carries 0.21; number 49, H, carries 0.23


C6H6ClN3 | ωB97M-V/def2-TZVPD

Output
Orbital gap   0.3115 Ha
LUMO energy   -0.1 eV
Relative energy (zero: lowest compared OMol25 entry of this formula, charge and spin)   39.68 kcal/mol
SMILES   C=Cn1ncc(Cl)c1N=C

The geometry in XYZ format:
```
16
C6H6ClN3, DFT ωB97M-V/def2-TZVPD
C 2.33 -1.20 0.44
C 1.32 -0.48 0.04
N -0.01 -0.61 0.45
N -0.44 -1.58 1.22
C -1.79 -1.55 1.32
C -2.28 -0.46 0.60
Cl -3.86 0.30 0.64
C -1.16 0.15 0.06
N -0.88 1.25 -0.71
C -1.69 2.03 -1.32
H 3.30 -1.08 -0.06
H 2.39 -1.84 1.25
H 1.38 0.19 -0.85
H -2.38 -2.27 1.99
H -1.32 3.05 -1.54
H -2.66 1.85 -1.92
```

The natural (NBO) scheme yields these atomic charges, measured in e: number 1, C, carries -0.40; number 2, C, carries -0.02; number 3, N, carries -0.16; number 4, N, carries -0.24; number 5, C, carries -0.07; number 6, C, carries -0.16; number 7, Cl, carries 0.02; number 8, C, carries 0.25; number 9, N, carries -0.45; number 10, C, carries 0.01; number 11, H, carries 0.21; number 12, H, carries 0.21; number 13, H, carries 0.23; number 14, H, carries 0.23; number 15, H, carries 0.16; number 16, H, carries 0.17


C43H50BGe2N4O2STi | ωB97M-V/def2-TZVPD

Output
Orbital gap (alpha / beta)   0.2341 / 0.2357 Ha
2S+1   2
Expectation value of S²   0.757
LUMO energy (alpha / beta)   -0.3 / -0.3 eV
Relative energy (zero: lowest compared OMol25 entry of this formula, charge and spin)   23.16 kcal/mol

The geometry in XYZ format:
```
104
C43H50BGe2N4O2STi, DFT ωB97M-V/def2-TZVPD
Ti -0.07 -0.19 -0.21
C 1.30 -2.04 0.19
C 2.10 -0.98 -0.30
C 1.73 -0.75 -1.65
C 0.71 -1.68 -1.97
C 0.45 -2.47 -0.85
H 1.36 -2.47 1.18
H 2.88 -0.46 0.24
H 2.16 -0.02 -2.31
H 0.25 -1.80 -2.94
H -0.27 -3.27 -0.78
N 0.20 0.26 2.27
C -0.66 1.38 2.36
C -1.55 1.66 3.36
C -2.31 2.86 3.32
C -2.14 3.78 2.33
C -1.23 3.51 1.27
C -0.91 4.42 0.23
C 0.02 4.07 -0.72
C 0.52 2.76 -0.71
N 0.19 1.88 0.21
C -0.59 2.27 1.26
H 0.18 -0.34 3.08
H 1.16 0.56 2.07
H -1.66 0.98 4.20
H -3.02 3.05 4.11
H -2.69 4.71 2.33
H -1.39 5.38 0.20
H 0.33 4.76 -1.50
H 1.20 2.42 -1.48
C 4.86 0.38 3.67
N 4.54 1.79 3.84
C 4.92 2.57 4.91
C 4.45 3.82 4.69
N 3.79 3.77 3.49
C 3.83 2.53 2.95
S 3.14 2.04 1.49
H 5.83 0.19 4.10
H 4.87 0.16 2.61
H 4.11 -0.24 4.16
H 5.49 2.17 5.73
H 4.54 4.71 5.28
H 3.32 4.53 3.02
C -1.19 1.95 -5.92
Ge -0.15 1.16 -4.44
C 0.80 -0.35 -5.27
C 1.28 2.50 -4.14
Ge -1.38 0.50 -2.42
C -2.58 2.07 -2.08
C -2.55 3.27 -2.79
C -3.36 4.35 -2.46
C -4.23 4.26 -1.38
C -4.27 3.08 -0.65
C -3.45 2.01 -0.99
C -2.68 -0.83 -3.14
C -2.81 -1.15 -4.49
C -3.73 -2.08 -4.94
C -4.55 -2.74 -4.03
C -4.44 -2.45 -2.68
C -3.51 -1.51 -2.25
H -0.52 2.08 -6.78
H -1.60 2.93 -5.67
H -2.01 1.31 -6.22
H 1.32 -0.01 -6.17
H 0.12 -1.15 -5.55
H 1.55 -0.78 -4.60
H 1.75 2.73 -5.10
H 2.06 2.13 -3.47
H 0.88 3.43 -3.74
H -1.87 3.38 -3.63
H -3.31 5.26 -3.04
H -4.86 5.09 -1.12
H -4.94 2.99 0.20
H -3.50 1.12 -0.38
H -2.19 -0.66 -5.23
H -3.81 -2.30 -5.99
H -5.27 -3.47 -4.38
H -5.07 -2.95 -1.96
H -3.45 -1.31 -1.18
C -5.64 -5.16 4.62
C -4.70 -4.13 5.27
C -3.48 -4.86 5.84
C -5.43 -3.45 6.43
C -4.30 -3.11 4.20
C -5.15 -2.05 3.89
C -4.87 -1.12 2.89
C -3.68 -1.28 2.21
O -3.15 -0.52 1.21
B -1.89 -1.08 0.86
O -1.73 -2.24 1.69
C -2.82 -2.32 2.50
C -3.10 -3.25 3.48
H -5.99 -5.88 5.36
H -5.12 -5.71 3.83
H -6.50 -4.67 4.18
H -3.80 -5.52 6.65
H -2.75 -4.16 6.24
H -2.99 -5.48 5.09
H -5.55 -4.16 7.25
H -6.43 -3.12 6.15
H -4.88 -2.59 6.79
H -6.08 -1.94 4.43
H -5.54 -0.31 2.66
H -2.41 -4.06 3.67
```

Atomic partial charges in e from the Mulliken method, atoms 1 to 99: number 1, Ti, carries 0.02; number 2, C, carries -0.18; number 3, C, carries -0.83; number 4, C, carries -0.06; number 5, C, carries -0.61; number 6, C, carries -1.38; number 7, H, carries 0.48; number 8, H, carries 0.71; number 9, H, carries 0.54; number 10, H, carries 0.69; number 11, H, carries 0.52; number 12, N, carries -0.23; number 13, C, carries -0.83; number 14, C, carries -0.64; number 15, C, carries -1.09; number 16, C, carries -0.89; number 17, C, carries 1.31; number 18, C, carries -0.95; number 19, C, carries -0.98; number 20, C, carries -0.79; number 21, N, carries 1.48; number 22, C, carries 0.76; number 23, H, carries 0.33; number 24, H, carries -0.18; number 25, H, carries 0.45; number 26, H, carries 0.42; number 27, H, carries 0.46; number 28, H, carries 0.42; number 29, H, carries 0.51; number 30, H, carries 0.47; number 31, C, carries -0.90; number 32, N, carries 0.19; number 33, C, carries -0.26; number 34, C, carries -0.60; number 35, N, carries 0.02; number 36, C, carries -0.02; number 37, S, carries -0.36; number 38, H, carries 0.35; number 39, H, carries 0.33; number 40, H, carries 0.28; number 41, H, carries 0.43; number 42, H, carries 0.41; number 43, H, carries 0.21; number 44, C, carries -1.39; number 45, Ge, carries 1.29; number 46, C, carries -1.34; number 47, C, carries -1.39; number 48, Ge, carries -0.08; number 49, C, carries -0.02; number 50, C, carries 0.20; number 51, C, carries -0.97; number 52, C, carries -0.59; number 53, C, carries -0.75; number 54, C, carries 0.17; number 55, C, carries 0.30; number 56, C, carries -0.05; number 57, C, carries -0.95; number 58, C, carries -0.47; number 59, C, carries -1.02; number 60, C, carries 0.01; number 61, H, carries 0.53; number 62, H, carries 0.44; number 63, H, carries 0.41; number 64, H, carries 0.51; number 65, H, carries 0.38; number 66, H, carries 0.39; number 67, H, carries 0.53; number 68, H, carries 0.34; number 69, H, carries 0.31; number 70, H, carries -0.04; number 71, H, carries 0.43; number 72, H, carries 0.39; number 73, H, carries 0.44; number 74, H, carries 0.28; number 75, H, carries -0.03; number 76, H, carries 0.42; number 77, H, carries 0.37; number 78, H, carries 0.45; number 79, H, carries 0.36; number 80, C, carries -1.63; number 81, C, carries 2.13; number 82, C, carries -1.95; number 83, C, carries -1.77; number 84, C, carries 0.95; number 85, C, carries -0.47; number 86, C, carries -1.99; number 87, C, carries 0.40; number 88, O, carries -0.32; number 89, B, carries 0.45; number 90, O, carries 0.05; number 91, C, carries 0.85; number 92, C, carries -1.27; number 93, H, carries 0.42; number 94, H, carries 0.36; number 95, H, carries 0.38; number 96, H, carries 0.47; number 97, H, carries 0.42; number 98, H, carries 0.31; number 99, H, carries 0.45


> Which formula does entry 3 have?

C6H6ClN3